1.
DFT (ωB97M-V/def2-TZVPD) results for a structure of composition C2H3AgCaO in a non-equilibrium geometry.

```
8
Properties=species:S:1:pos:R:3:forces:R:3:lowdin_charge:R:1
Ag 0.671878 0.907875 2.082745 -0.075 -0.514 0.009 0.55
Ca 0.755398 -2.143744 0.233166 -0.645 2.201 0.121 1.24
O 1.563906 0.465386 -0.077176 -1.987 -0.172 -3.268 -0.42
C -1.125234 -0.446993 0.256061 0.570 -0.804 -0.517 -0.19
C 0.733118 0.552580 -1.078839 1.487 -1.283 4.239 -0.11
H 1.110210 1.179692 -1.912701 -0.461 0.120 0.030 0.05
H -1.994052 -0.815047 -0.318293 0.249 -0.353 -0.466 -0.06
H -1.715221 0.300252 0.815037 0.862 0.805 -0.148 -0.07
```
Forces are in eV/Å.

Results
E_LUMO (alpha / beta): -4.98 / -5.08 eV
energy: -977.32332 a.u.
charge: +1
HOMO (alpha / beta): -9.40 / -12.06 eV
HOMO-LUMO gap (alpha / beta): 4.42 / 6.98 eV
energy relative to the best compared isomer or geometry (same formula, charge and spin): 5.7 kJ/mol
spin multiplicity: 2

=====

2.
DFT (ωB97M-V/def2-TZVPD) results for an isolated molecule of C4H4N2O3 in a non-equilibrium geometry.

```
13
Properties=species:S:1:pos:R:3:forces:R:3:lowdin_charge:R:1
O 0.776536 2.061401 0.011933 0.585 1.144 0.137 0.09
O 3.106719 0.265875 -0.026180 2.903 0.642 0.074 0.26
O -0.895903 -2.112188 -0.093096 -1.713 -1.098 0.229 0.15
N -0.396155 0.155218 -0.054822 -2.596 0.247 -0.029 0.02
N 1.450445 -1.362639 -0.001499 -3.042 0.787 -0.093 0.19
C -0.258637 -1.139648 -0.001286 4.178 -2.243 -0.527 -0.39
C 0.790060 0.850620 0.042583 1.375 1.061 -0.304 -0.40
C -1.779210 0.792016 -0.052116 -1.606 0.153 0.409 0.03
C 1.940746 -0.102552 0.025448 -3.580 0.113 0.107 -0.41
H -2.588643 0.116655 -0.447212 1.498 -0.067 0.074 0.10
H -2.154991 0.928299 1.013139 0.999 0.270 -1.210 0.11
H 1.975949 -2.194781 0.256011 -0.386 0.342 0.007 0.14
H -1.966922 1.741719 -0.672897 1.384 -1.350 1.126 0.12
```
Forces are in eV/Å.

Results
E_LUMO (alpha / beta): 0.59 / -3.71 eV
energy: -489.92132 a.u.
HOMO (alpha / beta): -6.69 / -10.24 eV
HOMO-LUMO gap (alpha / beta): 7.29 / 6.53 eV
energy relative to the best compared isomer or geometry (same formula, charge and spin): 114.5 kJ/mol
spin multiplicity: 3

=====

3.
DFT (ωB97M-V/def2-TZVPD) results for an isolated molecule of C3H5NO2 in a non-equilibrium geometry.

```
11
Properties=species:S:1:pos:R:3:forces:R:3:lowdin_charge:R:1
O 2.070175 -0.881527 0.178992 -0.579 0.125 0.315 0.08
O 0.522393 1.677361 -0.720191 0.113 -0.975 -1.116 -0.05
N -0.237548 -1.341238 -0.035382 0.167 0.210 0.433 0.09
C 0.108283 0.738854 0.300890 0.156 0.503 -0.857 -0.20
C -1.142445 -0.185335 -0.033337 -0.085 0.530 -0.024 -0.08
C 0.893740 -0.612702 0.214548 0.732 0.167 -0.072 -0.45
H -1.517370 0.052911 -1.033632 -0.009 -0.033 0.138 0.11
H 0.217972 1.535444 1.044279 -0.865 -1.764 1.752 0.15
H -1.984613 -0.305528 0.661656 0.392 0.467 0.030 0.11
H -0.419289 -2.341203 0.049406 0.161 0.604 -0.234 0.15
H 1.488704 1.662966 -0.627227 -0.183 0.166 -0.366 0.09
```
Forces are in eV/Å.

Results
E_LUMO: 0.88 eV
energy: -322.50183 a.u.
SMILES string: O=C1NC[C@@H]1O
HOMO: -9.95 eV
HOMO-LUMO gap: 10.83 eV
energy relative to the best compared isomer or geometry (same formula, charge and spin): 190.3 kJ/mol
spin multiplicity: 1

=====

4.
DFT (ωB97M-V/def2-TZVPD) results for a structure of composition C11H6CdF6N2O4S3Te4.

```
37
Properties=species:S:1:pos:R:3:forces:R:3:lowdin_charge:R:1
Te -0.579107 2.417211 -3.658582 -0.064 -0.071 0.104 -0.16
Te -2.978977 3.709257 -3.237891 -0.003 -0.016 0.043 -0.33
Te -2.902074 5.657708 -5.103906 0.019 0.005 -0.032 -0.52
Te -1.311635 -0.053986 -2.777428 0.109 0.036 -0.191 -0.20
Cd -0.414837 -0.473375 -0.236286 -0.340 -0.025 0.084 1.09
S -3.050687 -2.303472 3.256462 0.012 -0.047 0.001 0.96
S 2.620584 -1.852402 -1.466023 0.064 0.496 0.118 0.53
S 2.499449 0.963361 -0.863250 0.021 0.017 -0.177 0.50
F 3.584665 1.157747 1.567552 -0.018 0.029 0.025 0.12
F 4.016009 -2.677958 0.638139 -0.009 0.010 0.040 0.12
F 4.457115 -3.689238 -1.224411 0.016 0.004 0.025 0.12
F 5.017031 0.894633 -0.028602 -0.001 0.018 0.023 0.12
F 4.003033 2.791598 0.213592 0.030 -0.007 0.034 0.13
F 5.202455 -1.690381 -0.874905 0.026 0.032 -0.018 0.13
O 3.007578 1.315559 -2.146084 0.026 0.024 -0.014 -0.26
O 2.997788 -1.586499 -2.814450 0.040 -0.110 -0.038 -0.26
O 1.657731 -2.859454 -1.140468 -0.097 -0.108 -0.055 -0.31
O 1.364681 1.630553 -0.291035 -0.211 0.191 0.119 -0.38
N 0.656167 -1.262423 2.151494 0.079 -0.092 0.258 0.08
N 2.266299 -0.573318 -0.583836 0.125 -0.465 0.229 -0.37
C 1.897733 -1.273467 2.623716 0.065 0.006 -0.130 -0.14
C -1.989229 -1.263221 1.127106 0.273 0.126 -0.055 -0.30
C 2.250258 -1.775793 3.866393 0.046 0.012 -0.003 -0.07
C 4.162992 -2.501180 -0.679168 -0.050 -0.047 -0.087 -0.67
C 3.853590 1.468328 0.294800 0.032 -0.073 -0.182 -0.67
C -0.315461 -1.776482 2.921198 -0.043 0.052 -0.035 -0.31
C -3.396558 -1.367106 0.906414 -0.017 -0.020 -0.042 -0.25
C 1.248358 -2.308128 4.660472 -0.050 -0.003 0.000 -0.08
C -4.084781 -1.909782 1.949107 -0.003 0.041 -0.006 -0.45
C -0.047435 -2.312511 4.183250 0.051 0.004 0.011 -0.05
C -1.666222 -1.737009 2.362681 -0.096 0.012 -0.039 -0.57
H -3.878490 -1.042486 -0.007024 0.003 -0.001 -0.004 0.08
H -0.855499 -2.724985 4.772628 -0.002 -0.003 0.007 0.08
H -5.145864 -2.092723 2.025503 -0.002 0.009 0.003 0.05
H 2.650124 -0.864809 1.965887 -0.029 -0.024 -0.013 0.07
H 1.472525 -2.716082 5.638964 -0.001 -0.004 -0.001 0.10
H 3.282538 -1.747781 4.187489 -0.003 -0.007 -0.001 0.10
```
Forces are in eV/Å.

Results
E_LUMO: 3.62 eV
energy: -3866.95089 a.u.
charge: -2
HOMO: -0.65 eV
HOMO-LUMO gap: 4.27 eV
energy relative to the best compared isomer or geometry (same formula, charge and spin): 13.7 kJ/mol
spin multiplicity: 1

=====

5.
DFT (ωB97M-V/def2-TZVPD) results for a structure of composition C10H10AsF3GaN4O2S5.

```
36
Properties=species:S:1:pos:R:3:forces:R:3:lowdin_charge:R:1
As -3.565099 1.233431 1.692617 -0.161 0.025 0.057 -0.45
Ga -1.437263 -0.418988 0.040250 -0.545 0.530 0.251 -0.23
S -1.166946 -2.091213 1.938390 0.123 -0.019 -0.057 0.78
S -3.712410 -0.429891 0.169247 -0.014 -0.058 -0.021 0.15
S -5.047219 2.683960 1.428395 0.059 -0.044 -0.100 -0.18
S -1.560026 1.846819 0.935201 0.148 -0.146 -0.030 0.14
S -3.322944 0.493904 3.669072 -0.069 -0.006 0.023 -0.14
F 1.237023 -2.262905 -0.727238 -0.043 -0.067 0.022 0.12
F 1.386805 -3.680360 -2.348615 0.063 -0.033 0.104 0.14
F 0.202370 -4.176175 -0.605763 0.101 0.091 0.017 0.14
O -1.459807 -1.816601 -1.373825 0.604 -0.622 -0.186 -0.11
O -0.898273 -2.863213 -3.278250 -0.016 0.142 0.271 0.10
N -0.054178 0.448653 -1.393653 -0.051 -0.013 -0.190 0.05
N 0.580057 -0.137011 2.389058 0.040 -0.502 -0.059 0.01
N 0.608756 -0.002893 1.056572 -0.178 -0.633 0.012 -0.06
N -0.509547 -0.940270 4.228561 0.214 -0.130 0.143 0.07
C 1.989087 1.553312 -1.849331 0.199 0.106 -0.076 0.00
C -0.335031 -1.021659 2.901764 -0.089 0.160 -0.149 -0.84
C 0.545157 -3.179308 -1.439101 -0.171 0.032 -0.019 -0.54
C 1.115264 0.941484 -0.970140 0.008 0.054 0.040 -0.21
C -0.716204 -2.566695 -2.113831 -0.402 0.377 -0.047 -0.53
C -0.401123 0.557315 -2.676190 -0.005 -0.054 0.162 -0.06
C 1.381143 0.814433 0.485233 0.329 0.445 -0.374 -0.30
C 2.326156 1.702311 1.228641 0.041 0.064 -0.067 0.00
C 0.416872 1.171337 -3.608458 -0.054 0.010 -0.060 -0.02
C 1.634881 1.665507 -3.186177 0.159 0.039 0.057 -0.04
H 1.750294 2.305600 1.939489 0.028 0.009 -0.029 0.09
H 2.314327 2.131450 -3.888994 -0.023 0.005 0.022 0.11
H 0.097755 1.249366 -4.639068 0.013 -0.025 0.055 0.11
H -1.373863 -1.379113 4.509443 -0.150 0.034 0.074 0.06
H 3.064499 1.113935 1.779539 -0.041 0.017 0.002 0.10
H -1.357233 0.127623 -2.948371 0.017 -0.006 0.035 0.14
H 0.910090 0.617381 2.965195 -0.024 0.274 0.122 0.14
H 2.847175 2.392814 0.570735 -0.003 -0.032 0.032 0.07
H -0.433849 -0.008194 4.616447 -0.041 -0.014 0.024 0.09
H 2.943303 1.923855 -1.496844 -0.066 -0.010 -0.060 0.11
```
Forces are in eV/Å.

Results
E_LUMO: 1.33 eV
energy: -7207.91003 a.u.
charge: -1
HOMO: -4.02 eV
HOMO-LUMO gap: 5.35 eV
energy relative to the best compared isomer or geometry (same formula, charge and spin): 115.9 kJ/mol
spin multiplicity: 1

=====

6.
DFT (ωB97M-V/def2-TZVPD) results for a structure of composition B5CrF20 in a non-equilibrium geometry.

```
26
Properties=species:S:1:pos:R:3:forces:R:3:lowdin_charge:R:1
Cr -8.250540 19.585730 -15.915870 1.377 0.361 0.017 1.48
F -7.844180 21.048870 -17.206580 1.035 -4.389 -1.123 0.17
F -9.967890 19.575050 -17.331990 -1.047 1.882 1.406 0.14
F -7.515000 19.103520 -13.785540 -0.717 -1.550 0.874 0.14
F -10.165430 17.736200 -18.480750 -1.393 -2.355 -0.875 0.24
F -11.310540 18.446200 -15.242260 -1.248 0.168 0.320 0.19
F -7.072720 22.913450 -16.379890 -0.025 0.491 0.516 0.15
F -4.763930 17.977940 -15.817700 2.956 -1.015 1.463 0.23
F -6.112750 19.468970 -16.524410 -1.596 4.933 -0.348 0.22
F -9.072940 19.435470 -19.402810 0.579 1.586 -2.761 0.27
F -5.839230 17.686140 -17.757720 0.442 -0.987 -1.572 0.18
F -10.359470 18.514320 -13.149610 -0.443 -0.016 1.301 0.24
F -8.748280 22.955760 -17.860480 -0.654 0.874 -1.484 0.19
F -7.103720 20.880160 -14.748470 -0.575 2.564 -5.588 0.21
F -6.945830 17.655970 -15.805660 -1.798 -1.449 1.295 0.16
F -5.666480 20.224310 -13.226160 0.445 0.450 0.902 0.18
F -9.781890 20.034660 -14.740510 0.519 1.465 -0.410 0.12
F -7.796740 21.146450 -12.731710 0.327 -0.163 1.019 0.17
F -9.205520 22.044580 -15.889420 -0.746 0.411 1.367 0.18
F -9.225260 17.961730 -14.990260 2.468 -1.498 -1.345 0.17
F -8.241040 18.433070 -17.626510 2.480 -1.000 1.059 0.15
B -5.884670 18.169240 -16.490660 0.767 -2.367 -0.817 -1.54
B -8.231540 22.276220 -16.812930 0.144 3.511 0.553 -1.41
B -10.219360 18.719220 -14.461670 -2.315 -0.622 -0.008 -1.36
B -6.990290 20.376770 -13.550010 0.463 -1.248 3.559 -1.39
B -9.367710 18.780290 -18.314970 -1.445 -0.037 0.678 -1.46
```
Forces are in eV/Å.

Results
E_LUMO (alpha / beta): 2.78 / 4.54 eV
energy: -3167.28326 a.u.
charge: -2
HOMO (alpha / beta): -6.61 / -6.61 eV
HOMO-LUMO gap (alpha / beta): 9.40 / 11.15 eV
energy relative to the best compared isomer or geometry (same formula, charge and spin): 219.3 kJ/mol
spin multiplicity: 4

=====

- Which of these has the lowest energy?
  C10H10AsF3GaN4O2S5